[1]
A structure of composition C52H45BaFGeN12S. Source: the OMol25 dataset; level of theory: wB97M-V/def2-TZVPD.

Output
HOMO-LUMO gap (spin up / spin down)	4.79 / 4.79	eV
total energy	-5266.28324	a.u.

The geometry in ORCA input format:
```
! RIJCOSX wB97M-V def2-TZVPD def2/J DEFGRID3
* xyz 0 1
Ba 0.023 0.083 -0.051
C -5.741 -2.770 1.604
C -5.679 -1.925 2.712
C -4.805 -0.845 2.741
C -3.997 -0.640 1.638
C -2.976 0.375 1.329
N -2.709 1.403 2.106
C -1.783 2.337 1.859
C -1.809 3.676 2.452
C -2.661 4.290 3.357
C -2.410 5.612 3.692
C -1.341 6.310 3.120
C -0.504 5.708 2.194
C -0.743 4.380 1.868
C -0.113 3.457 0.921
N 0.844 3.812 0.068
C 1.200 3.154 -1.027
N 0.647 2.020 -1.532
C 1.144 1.781 -2.766
N 0.715 0.887 -3.660
C -0.303 0.055 -3.486
N -0.954 -0.220 -2.325
C -2.003 -1.036 -2.549
N -2.894 -1.475 -1.654
C -3.065 -0.969 -0.437
N -2.451 0.104 0.103
C -4.055 -1.489 0.527
C -4.931 -2.560 0.495
C -2.029 -1.383 -3.978
C -2.876 -2.170 -4.738
C -2.623 -2.273 -6.099
C -1.555 -1.591 -6.686
C -0.712 -0.790 -5.927
C -0.955 -0.698 -4.568
C 2.177 2.777 -3.071
C 3.011 2.976 -4.159
C 3.881 4.056 -4.126
C 3.904 4.930 -3.035
C 3.058 4.743 -1.951
C 2.203 3.652 -1.975
N -0.735 2.252 1.011
H -6.435 -3.601 1.611
H -6.327 -2.115 3.559
H -4.747 -0.180 3.593
H -3.495 3.744 3.780
H -3.053 6.120 4.400
H -1.178 7.344 3.398
H 0.308 6.251 1.727
H -4.974 -3.207 -0.371
H -3.708 -2.684 -4.275
H -3.265 -2.885 -6.720
H -1.387 -1.689 -7.751
H 0.111 -0.248 -6.375
H 2.976 2.303 -5.007
H 4.550 4.234 -4.958
H 4.587 5.770 -3.044
H 3.058 5.423 -1.109
Ge 0.275 -0.837 3.627
C -0.976 0.020 4.813
C -0.811 1.370 5.110
C -1.684 2.005 5.979
C -2.742 1.299 6.534
C -2.921 -0.045 6.230
C -2.034 -0.687 5.380
C 1.224 -2.426 4.197
C 2.609 -2.365 4.353
C 3.329 -3.501 4.698
C 2.669 -4.708 4.880
C 1.289 -4.780 4.718
C 0.570 -3.643 4.380
H 1.240 0.161 2.982
H 0.005 1.932 4.666
H -1.548 3.054 6.206
H -3.430 1.795 7.207
H -3.746 -0.596 6.664
H -2.173 -1.739 5.156
H 3.132 -1.428 4.188
H 4.403 -3.445 4.816
H 3.228 -5.597 5.143
H 0.775 -5.723 4.850
H -0.502 -3.709 4.239
C 4.665 1.652 -0.148
S 3.312 1.036 0.876
C 3.149 2.419 2.028
H 4.398 2.615 -0.581
H 4.822 0.933 -0.951
H 5.573 1.734 0.446
H 4.003 2.453 2.703
H 2.232 2.270 2.599
H 3.056 3.351 1.472
F -0.680 -1.434 2.247
C 2.997 -2.587 0.176
N 1.558 -2.556 -0.148
C 0.891 -3.612 0.646
N 1.447 -4.936 0.378
C 2.878 -4.899 0.699
N 3.596 -3.892 -0.093
C 3.398 -4.202 -1.513
N 1.980 -4.220 -1.883
C 1.409 -2.914 -1.577
C 1.303 -5.220 -1.053
H 3.125 -2.344 1.233
H 3.510 -1.828 -0.419
H -0.176 -3.613 0.414
H 1.017 -3.388 1.706
H 3.312 -5.880 0.500
H 2.996 -4.669 1.760
H 3.831 -5.180 -1.726
H 3.913 -3.451 -2.115
H 0.346 -2.920 -1.833
H 1.907 -2.155 -2.188
H 1.728 -6.202 -1.266
H 0.241 -5.234 -1.306
*
```

[2]
A structure of composition C52H45BaN2O3P2S2Si. Source: the OMol25 dataset; level of theory: wB97M-V/def2-TZVPD.

Output
HOMO-LUMO gap	5.77	eV
total energy	-4138.00770	a.u.

The geometry in ORCA input format:
```
! RIJCOSX wB97M-V def2-TZVPD def2/J DEFGRID3
* xyz -1 1
Ba -1.786 -0.749 -0.749
C -0.663 3.899 -0.557
Si 0.094 2.125 -0.531
C 1.456 2.197 -1.884
C 1.409 3.146 -2.915
C 2.228 3.064 -4.032
C 3.130 2.015 -4.159
C 3.204 1.063 -3.151
C 2.384 1.148 -2.026
P 2.413 -0.109 -0.680
C 3.014 -1.592 -1.581
C 2.139 -2.151 -2.517
C 2.457 -3.319 -3.187
C 3.655 -3.972 -2.915
C 4.520 -3.444 -1.970
C 4.202 -2.262 -1.308
C 3.898 0.390 0.284
C 3.836 0.207 1.663
C 4.907 0.551 2.477
C 6.054 1.092 1.919
C 6.124 1.292 0.544
C 5.054 0.945 -0.265
C 1.112 2.339 1.108
C 2.125 3.305 1.197
C 2.787 3.574 2.382
C 2.446 2.879 3.537
C 1.463 1.907 3.478
C 0.807 1.626 2.275
P -0.424 0.262 2.203
C -1.889 0.941 3.053
C -2.967 0.080 3.275
C -4.183 0.569 3.720
C -4.347 1.932 3.936
C -3.286 2.795 3.712
C -2.062 2.304 3.273
C 0.290 -0.915 3.413
C -0.067 -1.002 4.756
C 0.555 -1.921 5.592
C 1.546 -2.755 5.095
C 1.902 -2.680 3.755
C 1.269 -1.776 2.915
H 0.076 4.703 -0.455
H -1.355 3.969 0.288
H -1.251 4.085 -1.461
H 0.703 3.966 -2.842
H 2.157 3.816 -4.811
H 3.767 1.936 -5.032
H 3.890 0.230 -3.258
H 1.183 -1.670 -2.700
H 1.762 -3.730 -3.909
H 3.905 -4.891 -3.432
H 5.451 -3.950 -1.745
H 4.891 -1.863 -0.574
H 2.928 -0.187 2.106
H 4.832 0.411 3.549
H 6.889 1.370 2.551
H 7.014 1.726 0.104
H 5.112 1.120 -1.333
H 2.403 3.852 0.301
H 3.574 4.320 2.408
H 2.952 3.084 4.474
H 1.213 1.347 4.373
H -2.856 -0.981 3.072
H -5.014 -0.109 3.871
H -5.306 2.319 4.257
H -3.412 3.860 3.862
H -1.243 2.987 3.082
H -0.837 -0.349 5.150
H 0.266 -1.981 6.634
H 2.032 -3.470 5.749
H 2.666 -3.337 3.356
H 1.512 -1.747 1.858
S -6.673 1.180 0.128
C -5.700 2.579 -0.006
C -4.435 2.277 -0.417
C -4.171 0.884 -0.655
C -5.317 0.178 -0.391
C -5.499 -1.271 -0.477
C -6.752 -1.882 -0.319
C -6.862 -3.254 -0.404
C -5.725 -4.013 -0.648
C -4.524 -3.343 -0.793
N -4.404 -2.018 -0.715
H -6.109 3.549 0.237
H -3.685 3.052 -0.539
H -7.626 -1.272 -0.135
H -7.828 -3.729 -0.283
H -5.762 -5.092 -0.718
H -3.600 -3.880 -0.976
C -1.693 1.303 -6.080
C -2.567 1.352 -5.007
C -2.150 0.837 -3.789
N -0.950 0.285 -3.600
C -0.116 0.247 -4.636
C -0.439 0.744 -5.889
H -1.980 1.699 -7.046
H -3.554 1.787 -5.096
H -2.809 0.891 -2.924
H 0.866 -0.174 -4.451
H 0.287 0.697 -6.689
C 0.370 -4.965 -0.318
S -0.571 -3.471 -0.246
O -1.416 -3.514 0.937
O -1.368 -3.394 -1.484
O 0.392 -2.367 -0.206
H -0.318 -5.804 -0.388
H 0.964 -5.027 0.591
H 1.014 -4.909 -1.193
*
```